Computed, not measured: 2 unconnected molecules or ions with the total composition C7H12N3O, with ωB97M-V/def2-TZVPD.

The value obtained for the frontier orbital gap is 9.3 eV. As for the HOMO energy: -13.76 eV. As for the energy relative to the best compared isomer or geometry (same formula, charge and spin): 36.26 kcal per mole. As for the charge: +1.

Last column: Mulliken charge in e.
Element x y z (Å)
C 1.71187 2.74913 2.13777  -0.105
C 0.63726 2.00065 2.43787  -0.494
C 2.39936 2.40624 1.00356  -0.513
C 0.09757 1.00188 1.62371  0.106
C -0.35371 0.58446 -1.85578  0.582
C 1.91950 1.45505 0.12799  -0.027
C -1.27194 -0.21621 -2.72944  -0.825
N 0.65847 0.76373 0.38724  0.395
N 0.03223 -0.01871 -0.55053  -0.466
N -0.84394 -2.60160 -0.02589  -0.906
O 0.16131 1.64741 -2.10973  -0.541
H 2.12352 3.48293 2.86961  0.383
H 0.06182 2.21162 3.39179  0.281
H 3.28426 3.02695 0.71533  0.329
H -0.94015 0.63287 1.76458  0.415
H 2.29772 1.30885 -0.89514  0.402
H -1.66261 -0.95652 -2.11495  0.238
H -2.13632 0.49172 -3.02634  0.291
H -0.82771 -0.59950 -3.59266  0.285
H -0.30555 -0.89196 -0.14844  0.407
H -1.50502 -2.89313 -0.71351  0.253
H -1.11991 -2.73048 0.92031  0.252
H -0.12827 -3.37589 -0.01922  0.258

Computed, not measured: a molecular structure, C6H11NO2PPb, with ωB97M-V/def2-TZVPD.

The value obtained for the frontier orbital gap is 2.9 eV. As for the HOMO energy: -10.62 eV. As for the charge: +1.

Last column: Mulliken charge in e.
Element x y z (Å)
C 2.78213 0.84030 0.63373  -0.421
C 2.11810 -0.00071 -0.31117  -0.120
N 1.35920 -1.20908 0.03481  -0.403
C -0.00489 -0.85928 0.59050  0.029
C -0.90735 -2.19355 0.38712  0.317
O -0.56236 -3.20012 1.08119  -0.531
O -1.94771 -2.27552 -0.50247  -0.598
P -0.75978 0.68908 -0.18175  0.554
C -0.92480 0.56064 -2.06060  -0.999
C -2.43374 1.10088 0.61099  -0.957
H 2.59860 0.75119 1.75803  -0.155
H 3.48174 1.64308 0.21005  0.368
H 2.19439 0.27448 -1.41998  0.291
H 1.15811 -1.68139 -0.87214  0.394
H 0.08223 -0.66187 1.72226  0.245
H -1.86317 -0.04852 -2.33997  0.341
H -0.86415 1.56555 -2.60575  0.390
H -0.02914 -0.06690 -2.44432  0.276
H -2.97961 0.10816 0.84836  0.346
H -3.04542 1.66642 -0.19184  0.338
H -2.36497 1.79165 1.51640  0.344
Pb 2.91259 1.20554 3.53657  0.951

Computed, not measured: a gas-phase ion, C5H9N2 (charge +1), with ωB97M-V/def2-TZVPD.

The expectation value of S² is 2.0088. The value obtained for the frontier orbital gap (alpha / beta) is 6.8 / 7.7 eV. As for the spin multiplicity: 3. As for the HOMO energy (alpha / beta): -10.46 / -14.53 eV. As for the energy relative to the best compared isomer or geometry (same formula, charge and spin): 5.73 kcal per mole. As for the charge: +1.

Last column: Löwdin spin population.
Element x y z (Å)
C 1.75379 -0.75869 0.63294  0.579
C 0.30008 -0.53370 0.29534  0.143
C 2.48855 0.02969 -0.16974  0.431
C 0.50442 0.62878 -0.73967  0.381
C -0.70193 1.43313 -1.06543  0.057
N 1.71661 0.87748 -0.96507  0.220
N -0.76687 -0.38037 1.44392  0.062
H 2.14046 -1.53082 1.26495  0.026
H -0.03378 -1.38507 -0.31279  0.036
H 3.55488 0.11988 -0.25939  0.014
H -1.30598 1.56587 -0.16218  0.012
H -1.33332 0.95318 -1.81058  0.022
H -0.43192 2.42077 -1.42761  0.001
H -1.69447 -0.25862 1.02842  0.004
H -0.50554 0.37325 2.08389  0.006
H -0.73268 -1.27534 1.95273  0.004

Computed, not measured: a molecular structure, C26H44CdN2O15, with ωB97M-V/def2-TZVPD.

The value obtained for the frontier orbital gap is 1.8 eV. As for the HOMO energy: -1.93 eV. As for the charge: -2.

Last column: Mulliken charge in e.
Element x y z (Å)
O -5.16878 2.53252 -5.59929  -0.426
H -4.31353 2.51938 -5.16344  0.448
H -5.01378 2.26765 -6.50891  0.465
H -5.41175 3.45987 -5.65005  0.450
Cd 1.21878 1.41279 -5.48690  -0.003
C 0.08284 3.07285 -11.37946  -0.399
C -0.12894 3.50050 -12.68823  0.400
C -1.53551 3.66030 -13.22044  0.525
O -1.81605 4.03882 -14.40837  -0.660
C -2.64455 3.19814 -12.45225  -0.526
C -2.51071 2.76503 -11.07393  0.506
C -1.00346 2.54054 -10.54465  0.324
O -0.83586 2.12694 -9.43978  -0.559
O -3.37124 2.10629 -10.48423  -0.635
O 0.90984 3.75412 -13.40243  -0.660
H 1.07385 3.20757 -10.97183  0.415
H -3.62874 3.38970 -12.85360  0.378
C -3.65040 7.68608 -7.12840  -0.260
C -2.88056 8.53727 -7.89953  0.295
C -3.50776 9.87141 -8.32577  0.462
O -3.17963 10.42882 -9.42501  -0.629
C -4.68675 10.31735 -7.89591  -0.571
C -5.46620 9.52579 -6.93952  0.436
C -4.98667 7.97490 -6.75505  0.326
O -5.68433 7.06887 -6.32499  -0.642
O -6.46938 9.89962 -6.26836  -0.661
O -1.54685 8.31713 -8.02541  -0.648
H -3.17938 6.87218 -6.59726  0.385
H -5.17387 11.17981 -8.32633  0.392
C -1.49157 1.04785 -0.27817  -0.853
C -1.41869 2.26042 -1.23632  -0.304
O -1.46967 1.91317 -2.62921  -0.881
H -0.51587 0.56752 -0.20484  0.202
H -2.19655 0.30426 -0.64987  0.270
H -1.80008 1.42928 0.69519  0.267
H -0.46922 2.74678 -1.01260  0.157
H -2.23684 2.93531 -0.98481  0.202
O 3.16507 0.67781 -2.57008  -0.579
H 3.48571 -0.13969 -2.18912  0.290
H 3.28708 1.32873 -1.87895  0.301
C 2.70656 -0.49560 10.63502  -0.723
O 3.55579 0.06517 9.57359  -0.347
C 3.96342 1.40668 9.77863  -0.371
C 4.33872 1.87703 8.39480  -0.706
N 3.18380 1.68926 7.39960  -0.424
C 2.25469 2.82490 7.53631  -0.532
C 1.28313 2.90959 6.29270  -0.475
O 0.80437 4.19473 6.38178  -0.289
C -0.12829 4.43856 5.29035  -0.764
H 2.94594 -0.00334 11.57761  0.324
H 2.92436 -1.56321 10.66430  0.243
H 1.64748 -0.32720 10.43986  0.267
H 4.89925 1.42724 10.33711  0.294
H 3.21983 1.99355 10.31787  0.421
H 5.16236 1.27787 8.00655  0.290
H 4.59037 2.93481 8.31816  0.390
H 2.77187 0.83791 7.75404  0.290
H 2.65357 3.82795 7.38499  0.321
H 1.82555 2.70670 8.53128  0.264
H 0.49111 2.18801 6.49297  0.322
H 1.89493 2.77295 5.40100  0.328
H -0.95592 3.74716 5.44877  0.321
H 0.20161 4.40058 4.25216  0.302
H -0.52643 5.42969 5.50769  0.253
C 0.83421 -5.07126 4.03595  -0.697
O 1.50336 -6.33926 3.86476  -0.316
C 0.65192 -7.34006 3.31604  -0.603
C 1.40143 -8.64629 3.14148  -0.545
N 1.59836 -9.22711 4.44126  -0.360
C 2.27383 -10.50284 4.44287  -0.778
C 1.43410 -11.66405 3.83602  -0.689
O 1.57263 -11.65258 2.44904  -0.278
C 1.08876 -12.80327 1.79436  -0.840
H 0.44261 -4.72682 3.07881  0.300
H 1.53955 -4.32730 4.40625  0.234
H -0.00080 -5.20103 4.72445  0.288
H 0.43635 -7.13746 2.26695  0.337
H -0.17264 -7.34025 4.02894  0.346
H 2.27259 -8.52140 2.49838  0.324
H 0.89160 -9.33263 2.46538  0.370
H 2.04703 -8.53958 5.02957  0.256
H 2.70357 -10.59340 5.44049  0.479
H 3.18653 -10.36674 3.86273  0.374
H 0.38132 -11.68161 4.11785  0.379
H 1.77975 -12.60276 4.26896  0.505
H 1.79209 -13.62307 1.94050  0.274
H 0.69574 -12.58720 0.80092  0.297
H 0.10809 -13.03669 2.20898  0.344

Molecular weight, record by record: 154.19; 367.33; 97.14; 737.05 g mol⁻¹